(1)
Computed, not measured: a cluster of 2 separate species, C4H11NO2S in total in a non-equilibrium geometry, with ωB97M-V with the def2-TZVPD basis set.

The geometry in XYZ format:
```
19
C4H11NO2S ωB97M-V with the def2-TZVPD basis set
C -0.28 -1.85 -1.12
N -0.23 -1.12 0.18
C 0.68 0.08 -0.02
C -0.05 1.45 0.21
S 1.00 2.82 -0.57
C 1.87 -0.15 0.91
O 2.93 -0.48 0.44
H 0.76 -2.39 -1.34
H -1.18 -2.38 -1.21
H -0.45 -0.97 -1.79
H 0.00 -1.75 0.94
H 0.86 -0.13 -1.11
H -0.96 1.52 -0.33
H -0.29 1.68 1.28
H 2.29 2.27 -0.52
H 1.60 0.00 1.99
H -2.37 1.13 1.08
H -3.11 -0.31 0.45
O -3.08 0.61 0.53
```

## Properties
- Electronic energy: -20743.6560 eV
- Gap between HOMO and LUMO (spin up / spin down): 3.0 / 6.8 eV
- Charge: -1
- ⟨S²⟩: 0.75
- Multiplicity: 2
- F_max: 5.26 eV/Å



(2)
Computed, not measured: the ion C5H6ClN2 with charge +1 in a non-equilibrium geometry, with ωB97M-V with the def2-TZVPD basis set.

The geometry in XYZ format:
```
14
C5H6ClN2 ωB97M-V with the def2-TZVPD basis set
C -2.23 0.35 0.04
C -1.41 -0.83 -0.04
C -0.09 -1.03 -0.08
N 1.12 -1.12 0.06
N 2.27 -1.59 0.01
C 3.48 -0.93 0.14
C 4.17 0.36 0.02
Cl 5.78 0.50 -0.11
H -1.94 1.32 0.56
H -2.27 0.76 -0.95
H -3.26 -0.02 0.15
H -1.87 -1.80 -0.13
H 4.14 -1.76 0.26
H 3.55 1.22 0.02
```

## Properties
- Electronic energy: -20772.3371 eV
- Gap between HOMO and LUMO (spin up / spin down): 6.8 / 7.0 eV
- Charge: +1
- F_max: 5.38 eV/Å
- Structure (SMILES): CC=C=[N+]=N/C=C/Cl



(3)
Computed, not measured: a cluster of 14 separate species, C50H104Br2N4O31 in total in a non-equilibrium geometry, with ωB97M-V with the def2-TZVPD basis set.

The geometry in XYZ format:
```
191
C50H104Br2N4O31 ωB97M-V with the def2-TZVPD basis set
C 3.14 3.47 3.91
C 3.32 2.04 4.11
O 4.55 1.86 4.90
C 5.11 0.67 4.90
O 4.51 -0.37 4.67
O 6.45 0.87 5.12
C 7.44 -0.06 4.74
H 4.10 3.97 3.78
H 2.53 3.93 4.69
H 2.55 3.54 3.00
H 3.62 1.57 3.17
H 2.42 1.58 4.53
H 8.43 0.40 4.68
H 7.22 -0.24 3.69
H 7.43 -0.94 5.38
C -1.94 -4.27 6.85
C -2.46 -3.64 5.53
O -3.08 -4.85 5.02
C -3.74 -4.92 3.92
O -4.08 -4.04 3.16
O -4.07 -6.18 3.73
C -4.88 -6.62 2.61
H -2.76 -4.59 7.48
H -1.36 -3.53 7.41
H -1.31 -5.13 6.64
H -1.81 -3.12 4.82
H -3.21 -2.87 5.72
H -4.21 -6.63 1.75
H -5.81 -6.07 2.46
H -5.27 -7.57 2.97
C 8.15 3.91 -1.00
C 6.90 2.97 -1.18
O 6.77 2.13 -0.10
C 6.31 0.91 -0.29
O 6.02 0.38 -1.37
O 5.88 0.42 0.88
C 4.79 -0.38 0.93
H 8.01 4.56 -0.14
H 8.30 4.51 -1.89
H 9.11 3.38 -1.02
H 7.21 2.42 -2.07
H 5.92 3.41 -1.39
H 4.07 -0.21 1.74
H 5.08 -1.41 1.14
H 4.23 -0.47 0.00
C 3.93 -4.23 -1.15
C 3.01 -3.99 0.12
O 1.89 -4.85 0.12
C 0.83 -4.56 -0.72
O 0.87 -3.84 -1.76
O -0.20 -5.21 -0.25
C -1.40 -5.21 -0.92
H 4.17 -5.28 -1.34
H 4.93 -3.79 -1.06
H 3.57 -3.71 -2.03
H 2.75 -2.94 0.26
H 3.66 -4.41 0.88
H -1.36 -5.90 -1.76
H -1.78 -4.24 -1.26
H -2.14 -5.60 -0.23
C 3.02 2.14 -0.82
C 3.27 3.59 -0.67
O 3.48 4.24 -1.96
C 3.82 5.56 -1.97
O 4.24 6.24 -1.06
O 3.81 5.99 -3.22
C 4.04 7.36 -3.60
H 1.97 2.05 -1.09
H 2.85 1.75 0.18
H 3.74 1.48 -1.29
H 4.17 3.68 -0.06
H 2.38 4.05 -0.24
H 3.85 7.57 -4.65
H 5.08 7.60 -3.37
H 3.28 7.96 -3.09
C 3.83 -0.12 8.22
C 2.80 -1.23 7.75
O 1.55 -0.56 7.66
C 0.52 -0.94 6.85
O 0.47 -1.85 6.09
O -0.47 0.01 7.01
C -1.34 0.14 5.94
H 3.74 0.87 7.77
H 4.87 -0.39 8.05
H 3.59 0.05 9.27
H 2.57 -1.97 8.52
H 3.18 -1.77 6.88
H -2.20 -0.52 5.90
H -0.74 0.12 5.03
H -1.71 1.16 5.91
C -5.09 2.66 -2.37
C -6.60 2.49 -2.14
O -6.88 1.19 -1.58
C -8.15 0.73 -1.37
O -8.38 -0.49 -1.15
O -9.03 1.72 -1.55
C -10.37 1.34 -1.59
H -4.36 2.25 -1.67
H -5.04 3.73 -2.58
H -4.79 2.11 -3.27
H -7.13 2.54 -3.09
H -6.85 3.26 -1.41
H -10.51 0.80 -2.53
H -11.09 2.15 -1.61
H -10.72 0.59 -0.88
C 1.27 -0.56 -9.63
C 1.21 -1.61 -8.55
O 0.69 -1.19 -7.28
C 1.14 -1.77 -6.12
O 1.71 -2.82 -6.07
O 0.77 -1.07 -5.04
C 1.15 -1.56 -3.67
H 1.99 0.24 -9.47
H 0.26 -0.20 -9.84
H 1.41 -1.04 -10.60
H 2.16 -2.14 -8.44
H 0.53 -2.39 -8.89
H 2.00 -1.02 -3.24
H 1.28 -2.64 -3.77
H 0.28 -1.49 -3.03
C -0.25 4.77 1.06
C -0.81 3.87 -0.02
O -2.11 4.43 -0.27
C -2.31 5.23 -1.28
O -1.50 5.64 -2.13
O -3.58 5.61 -1.14
C -4.09 6.58 -2.10
H 0.18 5.68 0.63
H 0.45 4.21 1.69
H -0.95 5.23 1.76
H -1.19 2.91 0.33
H -0.12 3.59 -0.81
H -3.35 7.35 -2.34
H -4.98 7.04 -1.67
H -4.50 6.15 -3.02
C -2.64 -1.08 -3.35
O -2.62 0.07 -2.95
N -3.51 -1.62 -4.22
C -3.48 -3.03 -4.58
C -4.74 -0.91 -4.50
H -1.95 -1.81 -2.90
H -2.86 -3.56 -3.86
H -3.08 -3.18 -5.58
H -4.47 -3.49 -4.50
H -5.11 -1.13 -5.50
H -5.50 -1.00 -3.72
H -4.57 0.17 -4.44
C -2.28 2.54 -5.32
O -3.17 2.60 -6.17
N -0.94 2.26 -5.56
C 0.05 2.35 -4.49
C -0.52 1.85 -6.92
H -2.49 2.82 -4.28
H -0.10 3.25 -3.90
H 1.03 2.50 -4.92
H 0.12 1.56 -3.74
H 0.28 2.48 -7.29
H -0.29 0.79 -6.85
H -1.30 2.00 -7.67
C 0.63 -0.02 2.49
O 1.24 0.98 2.06
N 0.16 -0.96 1.67
C -0.02 -0.75 0.22
C -0.36 -2.28 2.15
H 0.52 -0.30 3.55
H 0.33 -1.59 -0.39
H 0.34 0.17 -0.24
H -1.10 -0.64 0.14
H -0.09 -2.55 3.17
H -1.43 -2.22 1.95
H -0.14 -3.17 1.56
C -3.58 -0.66 2.56
O -2.63 -0.04 3.07
N -4.39 -0.30 1.51
C -5.00 -1.47 0.78
C -4.22 0.98 0.78
H -3.90 -1.63 2.98
H -4.82 -2.50 1.10
H -4.67 -1.41 -0.25
H -6.08 -1.32 0.72
H -3.67 0.94 -0.16
H -5.25 1.30 0.65
H -3.89 1.75 1.48
Br 4.48 -5.54 3.16
C 2.55 -6.12 3.40
C 1.60 -4.91 3.39
Br -0.34 -5.33 3.29
H 2.37 -6.84 4.20
H 2.38 -6.84 2.60
H 1.80 -4.19 2.60
H 1.63 -4.35 4.33
```

## Properties
- Electronic energy: -263050.0293 eV
- Gap between HOMO and LUMO: 8.9 eV
- F_max: 4.24 eV/Å



(4)
Computed, not measured: a cluster of 2 separate species, CH4N3O2 in total in a non-equilibrium geometry, with ωB97M-V with the def2-TZVPD basis set.

The geometry in XYZ format:
```
10
CH4N3O2 ωB97M-V with the def2-TZVPD basis set
C 0.75 0.52 0.44
N 1.03 -1.56 -0.53
N -1.85 0.19 -0.50
N 0.37 -0.48 -0.46
O -1.73 1.40 -0.27
O 0.79 -2.43 -1.35
H 1.64 0.31 1.11
H 1.05 1.52 -0.01
H -0.06 0.85 1.08
H -1.97 -0.31 0.48
```

## Properties
- Electronic energy: -9662.4771 eV
- Gap between HOMO and LUMO (spin up / spin down): 6.9 / 6.9 eV
- Charge: -1
- F_max: 3.77 eV/Å



(5)
Computed, not measured: an isolated molecule of CH3N2PS in a non-equilibrium geometry, with ωB97M-V with the def2-TZVPD basis set.

The geometry in XYZ format:
```
8
CH3N2PS ωB97M-V with the def2-TZVPD basis set
N 1.08 -1.80 -0.76
C 1.07 -0.65 -0.78
P 0.38 1.01 -0.62
N 0.54 0.89 1.08
S -2.08 0.21 -0.97
H 0.60 -0.14 1.25
H 0.18 1.50 1.79
H -1.77 -1.03 -0.98
```

## Properties
- Electronic energy: -24188.6885 eV
- Gap between HOMO and LUMO: 8.3 eV
- F_max: 3.04 eV/Å
- Structure (SMILES): N#CP(N)S



(6)
Computed, not measured: a structure of composition C25H44O2P2Sn in a non-equilibrium geometry, with ωB97M-V with the def2-TZVPD basis set.

The geometry in XYZ format:
```
74
C25H44O2P2Sn ωB97M-V with the def2-TZVPD basis set
Sn 0.17 -0.92 0.58
C 0.93 1.68 -2.08
C -0.10 0.90 -2.69
C -1.09 2.31 -1.18
C 0.31 2.57 -1.16
C -1.35 1.28 -2.12
C 2.37 1.60 -2.36
H 2.64 0.64 -2.82
H 2.95 1.71 -1.44
H 2.69 2.39 -3.05
C 0.98 3.55 -0.30
H 1.98 3.77 -0.69
H 1.09 3.18 0.74
H 0.41 4.48 -0.27
C -2.09 3.03 -0.36
H -2.07 4.11 -0.59
H -1.88 2.93 0.72
H -3.10 2.66 -0.56
C -2.67 0.72 -2.45
H -3.22 1.37 -3.15
H -3.29 0.63 -1.55
H -2.58 -0.27 -2.92
C 0.10 -0.15 -3.72
H -0.04 0.25 -4.74
H -0.63 -0.97 -3.59
H 1.11 -0.57 -3.67
C 2.89 -5.42 1.62
C 3.34 -5.33 0.36
C 3.12 -6.37 -0.70
C 1.72 -7.05 -0.71
C 0.57 -6.16 -0.35
C 0.01 -6.15 0.88
C 0.67 -6.69 2.13
C 2.22 -6.65 2.17
H 3.87 -7.18 -0.63
H 1.74 -7.95 -0.08
H 3.27 -5.92 -1.69
H 2.62 -7.55 1.69
H 3.12 -4.64 2.35
H 4.12 -4.60 0.11
H 2.51 -6.72 3.24
H 0.28 -6.13 2.99
H -1.04 -5.84 1.04
H 0.36 -7.74 2.29
H 1.55 -7.42 -1.74
H 0.12 -5.65 -1.20
P 2.14 -2.34 1.34
C 3.44 -2.04 2.55
C 2.57 -2.52 -0.44
P -0.97 -3.13 1.21
C 0.78 -3.55 1.73
C -1.49 -3.68 -0.44
C -2.26 -3.15 2.45
H 3.07 -1.26 3.23
H 4.34 -1.65 2.04
H 3.72 -2.92 3.14
H 2.64 -3.56 -0.79
H 3.54 -2.03 -0.60
H 1.83 -2.02 -1.09
H -2.27 -4.11 3.00
H -3.24 -3.01 1.97
H -2.10 -2.33 3.17
H 0.81 -3.88 2.79
H 1.09 -4.41 1.13
H -2.52 -3.36 -0.62
H -1.46 -4.77 -0.56
H -0.86 -3.24 -1.23
C -0.39 1.67 4.05
C -0.01 0.86 2.83
O -0.78 -0.14 2.50
O 1.03 1.13 2.17
H 0.48 1.75 4.70
H -1.23 1.20 4.57
H -0.68 2.67 3.73
```

## Properties
- Electronic energy: -55124.5122 eV
- Gap between HOMO and LUMO: 4.7 eV
- Charge: +2
- F_max: 5.85 eV/Å